Here is 12 unconnected molecules or ions with the total composition C60H149O35P5S3 at a distorted geometry from OMol25. Energies are from ωB97M-V/def2-TZVPD.

Structure (XYZ):
```
252
Properties=species:S:1:pos:R:3:forces:R:3
C 2.19357 1.58650 2.62744 0.23 -0.87 0.94
C 0.72531 1.40771 2.90798 -0.07 -0.17 0.82
O 0.48960 0.48779 4.04391 0.10 0.81 0.20
P -0.44596 1.05335 5.21029 0.29 -3.01 -2.27
O -0.09004 2.36110 5.69136 0.01 1.99 0.94
O -1.89387 0.89732 4.51731 0.08 0.62 0.66
C -2.71786 2.09290 4.42998 0.34 0.04 -1.03
C -2.92693 2.45205 2.94450 1.21 0.70 0.28
O -0.30963 -0.15543 6.21279 0.05 -0.72 -0.38
C -0.60533 -0.03081 7.60484 -0.75 0.40 0.47
C -2.07653 -0.39828 7.87714 0.24 0.96 -0.83
H 2.82080 1.91051 3.47121 -0.59 0.15 -0.05
H 2.64724 0.68339 2.26762 0.12 -0.61 -0.18
H 2.27298 2.29818 1.85693 0.20 1.08 -0.95
H 0.32012 2.41023 3.12072 -0.18 -0.46 0.01
H 0.21153 0.93542 2.07458 0.08 0.31 -0.01
H -3.69181 1.83698 4.84866 0.14 0.20 0.35
H -2.16223 2.86153 4.98063 -0.72 0.12 -0.04
H -3.50421 3.37757 2.78915 0.05 -0.40 0.34
H -1.97915 2.60038 2.38703 -0.24 0.00 0.62
H -3.37850 1.63514 2.44032 -0.78 -0.79 -0.38
H 0.04256 -0.68653 8.22373 -0.10 0.39 -0.80
H -0.39180 1.00913 7.78654 0.06 0.37 0.92
H -2.16283 -1.40705 7.51967 -0.39 -0.72 0.21
H -2.32810 -0.29532 8.94444 0.05 -0.13 -0.48
H -2.77488 0.20331 7.23080 0.67 -0.31 0.79
C -6.05312 -0.39955 -6.91165 0.13 -0.77 -0.29
C -4.52388 -0.54113 -6.99371 -0.98 0.50 -0.52
O -3.88540 0.57707 -6.36267 0.32 0.40 0.15
P -2.75594 0.37040 -5.27935 1.38 -1.03 0.83
O -1.77050 -0.69692 -5.53366 -0.55 0.28 -0.47
O -2.03697 1.78439 -5.10752 -1.40 -0.83 -0.66
C -2.98367 2.86850 -4.85653 1.59 -0.10 2.15
C -2.15924 4.08519 -4.56130 -0.15 0.53 0.30
O -3.53376 0.10969 -3.91281 0.54 0.80 -0.12
C -3.78951 -1.19037 -3.36615 -0.35 -0.73 0.03
C -4.50304 -0.96912 -2.04192 -0.30 0.53 0.31
H -6.45395 -1.18716 -7.58587 -0.01 0.49 0.43
H -6.51617 -0.53112 -5.91252 0.67 -0.07 -0.40
H -6.38150 0.56539 -7.27560 0.04 0.21 -0.22
H -4.21140 -1.48176 -6.60611 0.41 -0.68 0.81
H -4.16580 -0.56382 -8.02692 -0.31 0.27 -0.01
H -3.59420 3.03219 -5.69153 -1.13 -0.09 -1.09
H -3.49879 2.57101 -3.93306 -0.44 0.30 -0.62
H -2.81044 4.84636 -4.10818 0.17 -0.08 -0.24
H -1.40287 3.83064 -3.82240 0.17 0.01 0.04
H -1.67538 4.48326 -5.45329 0.01 0.01 0.04
H -4.44989 -1.69243 -4.08133 -0.02 -0.17 0.18
H -2.88736 -1.84850 -3.25797 -0.53 0.98 -0.14
H -5.29556 -0.19747 -2.11121 0.29 -0.43 -0.36
H -4.98868 -1.88799 -1.68670 0.38 0.13 -0.01
H -3.82896 -0.55489 -1.27854 0.01 -0.42 -0.13
C -0.74015 2.69306 -0.38648 -0.82 0.13 -1.90
C 0.22037 1.67532 -1.04307 -1.32 2.07 -0.38
O 0.36275 0.61786 -0.14446 -0.13 -1.36 0.61
P 0.71035 -0.79270 -0.76257 -0.73 -0.83 -0.94
O 2.08745 -1.03799 -1.17676 0.59 0.15 0.15
O 0.16281 -1.81836 0.28303 0.46 0.06 1.57
C -1.21793 -1.90776 0.64524 -2.38 -0.26 -2.59
C -1.77114 -1.10523 1.75153 1.25 0.22 2.84
O -0.31603 -0.91467 -1.95271 -0.71 0.16 -0.67
C -0.13901 -1.94582 -3.00246 0.92 1.18 -0.56
C -0.49978 -3.28931 -2.50860 0.39 -0.73 1.40
H -1.76189 2.29233 -0.34902 0.32 -0.38 0.51
H -0.34350 2.92271 0.57371 0.07 0.39 0.88
H -0.92981 3.64449 -0.96753 0.93 -0.92 0.47
H -0.18141 1.30551 -1.99827 0.38 0.35 0.19
H 1.18321 2.14255 -1.11284 0.61 0.28 -0.63
H -1.81986 -1.65732 -0.26999 0.59 -0.40 0.54
H -1.42473 -2.93713 0.86096 0.23 -0.76 -0.09
H -1.18919 -1.42947 2.65318 -0.38 0.59 -0.28
H -1.58617 -0.05256 1.63521 -0.06 0.56 -0.13
H -2.82729 -1.24162 2.06784 0.48 -0.32 -0.98
H -0.73238 -1.65503 -3.90351 0.31 0.07 1.09
H 0.91624 -1.83849 -3.25359 -0.18 -0.58 -0.24
H -1.38428 -3.19789 -1.89267 -0.33 -0.18 0.28
H -0.77962 -3.93661 -3.30919 -0.03 -0.37 -0.67
H 0.28922 -3.78973 -1.88248 -0.57 0.57 -0.55
C 10.33115 -0.78781 -0.52344 0.21 -1.52 -1.51
C 8.86265 -0.63800 -0.28031 -0.33 0.42 -0.79
O 8.49388 0.71358 -0.70362 0.12 -0.25 0.47
P 7.79938 0.96978 -2.09238 -1.09 2.55 1.28
O 7.59959 -0.24147 -2.86991 0.23 -0.18 -0.87
O 6.41296 1.73936 -1.66341 1.17 -0.81 -0.60
C 5.35958 1.01850 -0.98784 0.28 1.10 1.26
C 4.19977 1.99475 -0.90811 -1.51 -0.53 0.72
O 8.62377 2.23251 -2.68203 -0.33 -1.41 -0.42
C 8.40361 3.60917 -2.34413 -0.12 0.50 0.29
C 9.67022 4.49393 -2.52476 -1.21 -0.40 -0.76
H 10.53620 -0.76524 -1.61183 0.01 0.25 0.49
H 10.94104 -0.07571 -0.01287 0.14 0.72 0.33
H 10.67722 -1.77548 -0.20614 -0.13 -0.05 0.14
H 8.19744 -1.32731 -0.84730 0.81 0.18 0.45
H 8.68097 -0.70746 0.77003 -0.58 0.13 0.68
H 5.08041 0.12924 -1.52845 0.00 -0.38 -0.21
H 5.68422 0.76153 0.06423 -0.09 0.09 -1.10
H 3.67221 2.09376 -1.87120 0.55 0.34 0.14
H 3.40229 1.56232 -0.25059 0.65 0.09 -0.32
H 4.44734 2.96646 -0.44027 0.19 -0.45 -0.56
H 7.58564 4.01992 -2.96064 0.33 -0.31 0.02
H 8.02375 3.61903 -1.31713 0.32 0.31 -0.03
H 10.00490 4.51995 -3.57359 -0.27 -0.22 0.22
H 9.32401 5.52288 -2.30996 0.54 -0.45 0.30
H 10.51706 4.14730 -1.94548 -0.05 0.20 0.43
C 8.28258 -4.82514 4.37747 -0.25 0.64 -0.31
C 8.19994 -3.29397 4.26705 0.45 -0.44 0.09
O 6.80952 -2.96046 4.17046 -0.30 -0.14 0.29
P 6.24792 -1.54587 3.74171 0.78 0.41 1.28
O 7.18632 -0.80740 2.89058 0.14 0.32 0.07
O 4.86786 -1.80454 3.08957 -0.15 -0.60 0.17
C 4.76739 -2.34997 1.75468 -0.76 1.11 0.97
C 3.30251 -2.12699 1.46986 -0.35 -1.92 -0.78
O 5.80070 -0.92441 5.15373 0.23 -0.80 -0.40
C 4.76255 0.06513 5.26073 0.82 0.98 2.19
C 3.39159 -0.42520 5.56608 -0.50 -0.71 -0.67
H 7.82374 -5.18193 5.30586 -0.27 0.16 -0.32
H 7.78277 -5.23358 3.48685 0.20 -0.24 0.45
H 9.31328 -5.16197 4.43488 0.21 0.08 -0.30
H 8.66482 -2.85661 5.15870 -0.34 0.22 -0.10
H 8.71117 -2.88233 3.38470 -0.07 -0.29 0.21
H 5.42885 -1.78802 1.11408 0.13 0.33 -0.37
H 5.10915 -3.37982 1.74999 -0.28 -0.30 0.08
H 3.20689 -2.39570 0.39832 -0.75 0.31 0.64
H 2.67369 -2.78412 2.13544 0.64 0.34 -0.82
H 2.93071 -1.12577 1.67331 0.52 0.11 -0.32
H 5.03969 0.70860 6.15417 0.19 -0.44 -1.35
H 4.79970 0.60425 4.35927 -0.18 1.17 -1.04
H 3.13548 -1.18866 4.86231 -0.24 -0.74 -0.47
H 3.31313 -0.85705 6.54826 -0.06 0.00 0.50
H 2.61953 0.32616 5.38880 0.32 0.26 0.36
C 3.59859 -7.17799 -2.88590 0.09 -0.52 0.73
S 2.25875 -6.27570 -2.12521 -0.36 -0.34 2.02
O 1.77611 -7.14730 -0.95775 0.42 1.05 -1.15
C 3.20405 -4.87834 -1.35685 -0.66 -0.60 0.27
H 3.12664 -8.09636 -3.24504 0.04 0.17 -0.16
H 4.39099 -7.49663 -2.15175 -0.64 0.77 -0.79
H 3.87825 -6.54258 -3.71984 0.65 -0.16 -0.12
H 2.55487 -4.47896 -0.55015 0.10 0.06 -0.86
H 3.51616 -4.14962 -2.10746 -0.31 0.04 0.11
H 4.05890 -5.28047 -0.83706 0.44 -0.34 0.00
C 0.01235 -5.37408 1.82599 -0.18 -0.06 -0.94
S 0.65137 -6.65662 2.95338 -0.04 -0.01 -2.24
O -0.14470 -6.43384 4.15375 -0.69 0.20 1.90
C -0.19505 -8.07893 2.15733 1.81 -0.13 0.33
H 0.43631 -4.38792 2.09905 -0.34 -0.56 0.03
H -1.09808 -5.40810 1.92168 0.77 0.22 0.17
H 0.24771 -5.58102 0.75815 0.14 -0.02 0.65
H 0.02414 -8.89533 2.87329 -0.49 0.28 -0.60
H 0.12738 -8.30501 1.14371 0.65 -0.01 0.05
H -1.20683 -7.81496 2.06304 -1.56 0.21 0.48
C 3.80128 -0.44297 -4.28316 0.50 -1.00 -1.11
S 2.69755 -1.16251 -5.58636 0.28 0.77 1.31
O 2.32739 -2.51160 -5.07484 0.12 -0.42 -0.11
C 1.33231 -0.09161 -5.13796 -1.45 -1.23 -0.30
H 4.79506 -0.84022 -4.56610 -0.36 -0.08 0.74
H 3.41499 -0.79829 -3.28818 0.42 0.65 -0.91
H 3.89657 0.62684 -4.48805 -0.39 0.03 0.53
H 1.23905 -0.05758 -4.03235 0.02 0.18 -0.81
H 0.40632 -0.55722 -5.60932 1.08 0.69 0.75
H 1.48182 0.87046 -5.58233 0.15 0.71 -0.13
C -4.10017 3.67036 -1.40197 -0.18 0.14 0.80
O -4.84058 3.91977 -2.56518 1.86 0.05 -1.23
C -6.16138 4.28502 -2.49603 -0.49 -1.83 0.56
C -6.40352 5.73198 -2.46811 -0.40 1.44 1.30
O -5.79104 6.27291 -1.28027 -0.48 0.93 -0.63
C -5.95053 7.71056 -1.28517 -0.11 -0.66 1.06
C -5.63015 8.19304 0.13344 -0.19 0.82 -1.13
O -4.34320 7.84057 0.45405 -0.12 -1.05 1.95
C -3.35353 8.54371 -0.18829 0.14 -0.79 -1.74
H -3.90481 4.57242 -0.78671 -0.44 -0.32 -0.21
H -3.12588 3.30062 -1.69573 0.09 -0.16 -0.35
H -4.58720 2.87346 -0.81428 0.12 0.29 0.04
H -6.56860 3.73919 -1.62881 -0.46 0.60 0.13
H -6.65852 3.83046 -3.35521 -0.08 0.18 -0.24
H -7.51403 5.86570 -2.36403 0.72 0.23 -0.55
H -5.95983 6.28979 -3.31782 -0.52 -0.53 0.00
H -6.99517 7.96250 -1.38483 -0.59 0.08 -0.72
H -5.34657 8.15874 -2.09289 -0.17 -0.03 0.34
H -6.33967 7.74941 0.81667 0.05 -0.55 0.27
H -5.77574 9.29313 0.27699 0.04 -0.44 -0.55
H -2.97585 7.93842 -1.04812 0.20 0.37 0.56
H -2.60303 8.75045 0.52903 1.05 0.31 0.43
H -3.74467 9.43990 -0.62666 -0.11 0.93 -0.12
C -1.70778 5.67162 1.76578 -0.78 -0.15 -1.07
O -0.67352 6.12666 2.58127 -0.34 -1.55 1.74
C -0.43435 5.15991 3.67061 0.38 0.58 -0.35
C 1.10049 5.11435 3.79445 -1.93 -0.37 -1.54
O 1.64718 4.67423 2.53324 -0.07 1.39 0.11
C 2.10928 5.77099 1.72710 0.69 0.02 0.81
C 2.19362 5.38899 0.27192 -0.60 1.09 0.61
O 0.92271 5.61425 -0.30731 -0.28 0.06 0.02
C 0.94490 5.73853 -1.70593 -1.20 -0.94 -0.01
H -2.67240 5.62421 2.24914 -0.36 -0.49 0.96
H -1.52586 4.68583 1.25033 0.14 1.03 0.46
H -1.96304 6.45240 1.06185 0.65 0.09 -0.70
H -0.87423 4.18155 3.48279 0.33 -0.16 -0.89
H -0.96258 5.36555 4.62658 0.48 0.88 -0.36
H 1.37441 4.35710 4.45818 0.46 -0.96 1.53
H 1.36861 6.09992 4.13692 0.86 0.36 -0.16
H 3.12005 6.07613 2.09377 -0.44 -0.29 -0.23
H 1.46303 6.64832 1.83274 -0.05 -0.25 -0.08
H 2.46380 4.35808 0.18765 0.46 -0.85 -0.28
H 2.95348 6.05080 -0.15621 0.03 -0.16 -0.40
H -0.10707 5.79267 -2.08096 0.73 0.30 0.47
H 1.33888 4.83289 -2.16964 0.41 -0.07 -0.16
H 1.50677 6.60547 -1.99251 0.36 0.54 -0.44
C -3.78417 -5.22313 0.37820 -1.01 1.19 0.30
O -2.84226 -5.16070 -0.64539 0.77 -0.53 0.12
C -2.44929 -6.49473 -0.91990 -1.01 0.21 -1.24
C -1.64649 -6.57415 -2.16399 0.97 -1.34 -0.58
O -2.45138 -6.43204 -3.30129 -0.84 0.85 0.67
C -1.88498 -6.82106 -4.50530 -0.98 0.26 -0.75
C -0.90306 -5.84913 -5.10867 -0.75 0.08 0.07
O -1.50309 -4.63459 -5.47689 -0.85 -0.58 0.18
C -0.62446 -3.80150 -6.15249 1.19 1.59 -0.10
H -4.69538 -5.67833 -0.04656 0.08 -0.14 0.63
H -4.03968 -4.19926 0.70668 0.14 -0.31 -0.26
H -3.41123 -5.73363 1.27435 -0.13 -0.32 -0.14
H -3.35237 -7.11489 -1.12020 0.30 0.21 0.41
H -1.87066 -6.93363 -0.12772 0.24 -0.11 0.75
H -1.24620 -7.62320 -2.20036 0.17 0.69 0.20
H -0.80834 -5.87293 -2.14719 0.05 -0.02 0.01
H -2.75574 -7.07109 -5.13853 0.50 0.47 -0.18
H -1.36142 -7.73868 -4.38890 0.74 -1.17 0.28
H -0.42918 -6.35454 -5.95064 0.24 0.09 -0.26
H -0.18017 -5.61230 -4.34770 0.92 -0.16 0.31
H -1.06219 -2.76725 -6.17049 0.28 -1.08 -0.30
H -0.38185 -4.19004 -7.15187 -0.32 0.17 -0.13
H 0.37488 -3.69437 -5.66012 -0.66 -0.18 0.05
C -2.68445 -3.86232 4.44721 -0.29 0.49 -0.32
O -3.94540 -3.25270 4.17598 -0.12 -0.16 0.38
C -4.17140 -1.95743 4.70414 0.18 -1.55 1.43
C -5.47606 -1.46368 4.23822 -0.35 2.01 -1.80
O -5.46766 -1.28986 2.75876 -1.32 0.25 1.92
C -6.70535 -0.65845 2.37696 0.22 0.51 1.56
C -6.50277 -0.07042 1.02537 -2.36 -0.95 -1.58
O -5.50422 0.85530 0.84921 1.46 -0.89 -0.07
C -5.87149 2.02674 1.44642 -1.39 1.95 -1.40
H -1.86052 -3.17755 4.26843 0.18 0.34 -0.04
H -2.59544 -4.66168 3.72789 0.06 -0.37 -0.03
H -2.56662 -4.26305 5.45259 -0.31 -0.01 0.20
H -3.34860 -1.33565 4.43285 0.60 0.88 -0.24
H -4.26676 -1.94137 5.83888 0.38 -0.27 -0.92
H -5.62131 -0.42561 4.68437 0.00 -1.12 -0.37
H -6.30977 -2.09920 4.53405 0.01 -0.16 -0.03
H -7.04223 0.10264 3.14160 0.72 -0.41 -0.54
H -7.57289 -1.33776 2.37143 0.38 -0.29 -0.29
H -7.45891 0.38076 0.63883 0.30 -0.21 0.63
H -6.41183 -0.93234 0.36350 0.86 0.12 -0.28
H -6.10755 1.96254 2.47526 -0.56 -0.36 1.22
H -6.72941 2.45998 0.85414 0.30 -0.21 0.82
H -5.11259 2.76297 1.39198 1.04 0.46 -0.34
```
Positions in Å, forces in eV/Å.

Computed properties:
Maximum force = 0.0736 Eh/bohr
Highest occupied orbital energy = -8.60 eV
Net charge = 0
LUMO level = 0.45 eV